[1]
This record from the Open Molecules 2025 dataset describes a molecular structure, C28H24AlN2O2PSe2. The level of theory is wB97M-V/def2-TZVPD.

* M: 636.39 g mol⁻¹
* energy: -6728.28401 hartree
* gap between HOMO and LUMO: 7.0 eV
* total charge: 0
* HOMO level: -7.32 eV

CARTESIAN COORDINATES (ANGSTROEM)
Se (-2.637580, 0.467121, 0.538985)
Se (1.213151, 0.033320, 0.525110)
P (-0.710775, 0.953998, 1.257986)
Al (0.349982, -1.257944, -1.389907)
O (-0.833568, -2.161705, -0.468274)
O (-0.570438, -0.177537, -2.412894)
N (1.167160, -3.042511, -1.914329)
N (2.012289, -0.677640, -2.436473)
C (1.367176, 2.795156, -3.301326)
C (-2.343223, -4.945111, 1.220276)
C (0.588456, 3.293015, 0.299975)
C (-0.207906, -0.081887, 5.717287)
C (-0.571707, 0.645563, 3.059396)
C (0.629087, 4.658349, 0.037098)
C (-0.314492, -4.452901, -0.612465)
C (-2.089644, -3.649666, 0.840327)
C (-0.954907, 3.338293, -3.124555)
C (2.146209, 0.492729, -2.936111)
C (2.307695, -2.983243, -2.830217)
C (-0.256742, 1.062209, -2.731975)
C (-1.600013, -6.020128, 0.696919)
C (-0.463626, 2.754411, 1.028578)
C (-1.074945, -3.376271, -0.093618)
C (-1.421844, 4.956225, 1.252844)
C (0.771831, 0.651240, 5.057606)
C (-0.600144, -5.770012, -0.203526)
C (1.083289, 1.460197, -2.968311)
C (-1.375843, -0.428246, 5.057009)
C (-1.469053, 3.596944, 1.510605)
C (-1.268580, 2.026677, -2.846077)
C (0.755296, -4.202393, -1.519969)
C (0.590743, 1.017471, 3.735450)
C (-1.557428, -0.068131, 3.725784)
C (3.048532, -1.685949, -2.532095)
C (0.368786, 3.733924, -3.361148)
C (-0.377685, 5.487263, 0.502884)
H (2.398132, 3.081361, -3.485215)
H (1.447182, 5.070059, -0.540732)
H (1.936338, -2.949698, -3.858121)
H (1.684343, 0.922078, 5.573879)
H (1.278855, -5.085497, -1.896084)
H (-0.057325, -0.385947, 6.745690)
H (-2.208411, 5.601025, 1.624458)
H (-1.821560, -7.032752, 1.006590)
H (-2.461026, -0.338263, 3.194387)
H (0.594043, 4.767813, -3.588433)
H (-2.654755, -2.809817, 1.227065)
H (-2.285109, 1.713098, -2.651913)
H (3.786956, -1.462104, -3.304688)
H (-0.009271, -6.588127, -0.603215)
H (-2.294926, 3.174453, 2.068459)
H (1.370513, 2.644436, -0.071304)
H (-0.359152, 6.546037, 0.273970)
H (2.964232, -3.847994, -2.719872)
H (-2.147279, -0.986756, 5.572387)
H (1.352795, 1.584557, 3.214219)
H (-3.130269, -5.143989, 1.936734)
H (3.562034, -1.771852, -1.569285)
H (3.102878, 0.780158, -3.380940)
H (-1.748758, 4.074888, -3.148887)

Forces on atoms 1 to 6 (eV/Å):
0.2 -0.1 -0.1
-0.3 0.0 0.0
0.2 0.1 0.2
0.7 0.0 0.1
-0.6 0.0 0.0
-0.4 0.0 -0.2

=====

[2]
This record from the Open Molecules 2025 dataset describes 2 unconnected molecules or ions with the total composition C5H7NO. The level of theory is wB97M-V/def2-TZVPD.

* M: 97.12 g mol⁻¹
* energy: -324.55903 hartree
* energy relative to the best compared isomer or geometry (same formula, charge and spin): 434.36 kJ/mol
* gap between HOMO and LUMO (alpha / beta): 7.8 / 7.0 eV
* total charge: 0
* HOMO level (alpha / beta): -8.15 / -7.65 eV

CARTESIAN COORDINATES (ANGSTROEM)
O (-2.115305, -0.346988, -0.762573)
N (1.331581, -0.423171, -1.342265)
C (-1.744483, -0.184113, 0.491436)
C (-0.323522, -0.228509, 0.569078)
C (0.132748, -0.421812, -0.854744)
C (0.479523, 0.019743, 1.625487)
C (-1.081661, -0.456803, -1.597214)
H (1.875673, 1.497405, -0.425672)
H (1.833581, 1.776643, 0.273879)
H (2.021300, -0.579507, -0.604350)
H (0.078953, 0.383365, 2.562814)
H (1.536469, -0.228801, 1.635325)
H (-2.518505, -0.106286, 1.238228)
H (-1.292987, -0.609901, -2.642449)

Forces on atoms 1 to 6 (eV/Å):
-1.2 -0.1 -1.3
0.3 -0.7 -0.3
1.6 0.1 1.0
-1.0 0.0 -0.7
-0.9 0.1 0.3
0.4 -0.2 1.0

=====

[3]
This record from the Open Molecules 2025 dataset describes 10 unconnected molecules or ions with the total composition C40H61NO27. The level of theory is wB97M-V/def2-TZVPD.

* M: 987.91 g mol⁻¹
* energy: -3647.03589 hartree
* structure (SMILES): C[C@H]1COC(=O)O1.C[C@H]1COC(=O)O1.C[C@H]1COC(=O)O1.C[C@H]1COC(=O)O1.C[C@H]1COC(=O)O1.C[C@H]1COC(=O)O1.C[C@H]1COC(=O)O1.C[C@H]1COC(=O)O1.C[C@H]1COC(=O)O1.CCCC#N
* energy relative to the best compared isomer or geometry (same formula, charge and spin): 53.16 kJ/mol
* gap between HOMO and LUMO: 10.4 eV
* total charge: 0
* HOMO level: -10.32 eV

CARTESIAN COORDINATES (ANGSTROEM)
O (5.203000, -1.691915, -1.902062)
O (0.745000, -0.241915, 1.060938)
O (3.287000, -5.911915, 0.544938)
O (5.168000, -1.548915, 0.410938)
O (-7.363000, 2.001085, 3.362938)
O (-3.145000, -3.550915, 3.237938)
O (1.670000, -1.715915, -3.819062)
O (-5.358000, 1.333085, 3.789938)
O (-2.664000, 5.235085, -2.274062)
O (1.926000, -5.687915, 2.195938)
O (-7.026000, 0.609085, 5.108938)
O (-1.332000, 5.392085, 0.627938)
O (2.364000, 4.726085, 5.223938)
O (5.439000, -3.420915, -0.548062)
O (-0.540000, 4.814085, -2.693062)
O (-2.916000, -4.146915, 1.178938)
O (2.593000, 3.679085, 3.273938)
O (3.937000, -6.435915, 2.693938)
O (2.411000, -3.604915, -3.092062)
O (-1.316000, 0.673085, 1.555938)
O (1.759000, 2.557085, 4.913938)
O (0.673000, -2.594915, -2.082062)
O (-2.086000, 3.380085, 1.075938)
O (0.126000, 3.780085, 0.865938)
O (-3.193000, -5.694915, 2.676938)
O (-0.129000, 1.042085, -0.440062)
O (-1.227000, 7.005085, -2.382062)
N (-0.004000, 0.747085, -4.751062)
C (-2.131000, -0.989915, -2.507062)
C (-4.495000, 1.400085, 1.468938)
C (-1.586000, -1.139915, -3.914062)
C (-1.151000, 4.122085, 0.857938)
C (2.200000, -5.256915, -0.050062)
C (1.742000, -0.219915, 0.065938)
C (3.111000, -6.088915, 1.871938)
C (-3.064000, -4.546915, 2.381938)
C (2.252000, 3.726085, 4.536938)
C (1.155000, -5.340915, 1.095938)
C (-3.243000, 0.045085, -2.271062)
C (-0.714000, -0.077915, -4.371062)
C (-0.138000, 6.008085, 0.793938)
C (1.812000, 1.824085, -1.534062)
C (-6.620000, 1.246085, 4.117938)
C (-2.840000, -2.329915, 2.562938)
C (1.486000, -2.659915, -2.956062)
C (-5.185000, 2.142085, 2.628938)
C (5.312000, -2.458915, 1.493938)
C (1.031000, 0.554085, -1.037062)
C (3.864000, -2.682915, 2.163938)
C (5.228000, -2.182915, -0.729062)
C (5.840000, -3.703915, 0.791938)
C (-1.127000, 3.566085, -2.592062)
C (-3.371000, 3.699085, -3.885062)
C (0.867000, 4.923085, 0.507938)
C (3.270000, -3.356915, -4.216062)
C (1.937000, 1.652085, 3.896938)
C (-0.327000, 0.503085, 0.796938)
C (-0.098000, 6.409085, 2.288938)
C (-2.684000, 3.850085, -2.554062)
C (3.108000, -4.512915, -5.277062)
C (0.417000, -4.054915, 1.304938)
C (2.820000, -1.947915, -4.682062)
C (-6.602000, 2.665085, 2.365938)
C (-2.865000, -2.777915, 1.067938)
C (-1.458000, 5.785085, -2.405062)
C (3.976000, 1.945085, 2.439938)
C (-4.089000, -2.342915, 0.261938)
C (2.584000, 2.379085, 2.772938)
H (-1.056000, -2.100915, -4.064062)
H (-5.036000, -2.727915, 0.701938)
H (-4.623000, 3.009085, 2.927938)
H (-4.445000, 3.855085, -3.727062)
H (3.653000, -1.336915, -4.538062)
H (2.395000, -4.227915, -0.301062)
H (1.117000, -3.201915, 1.395938)
H (2.558000, 0.743085, 4.191938)
H (-2.944000, 1.048085, -2.532062)
H (1.008000, 4.948085, -0.559062)
H (-3.245000, 2.694085, -4.290062)
H (-1.356000, -0.697915, -1.848062)
H (3.892000, 0.850085, 2.352938)
H (-0.251000, -4.169915, 2.126938)
H (2.748000, 1.496085, -2.041062)
H (-4.045000, -0.225915, -2.959062)
H (1.752000, -5.845915, -0.903062)
H (-1.892000, -1.914915, 2.818938)
H (0.885000, 1.348085, 3.679938)
H (5.959000, -2.122915, 2.265938)
H (-2.018000, -2.458915, 0.523938)
H (1.880000, 5.042085, 0.934938)
H (-0.128000, 5.586085, 2.993938)
H (-4.230000, 2.035085, 0.622938)
H (2.025000, 2.349085, 1.827938)
H (-2.420000, -1.068915, -4.586062)
H (3.608000, -5.396915, -4.989062)
H (-3.570000, 0.981085, 1.813938)
H (-4.047000, -2.797915, -0.747062)
H (6.914000, -3.657915, 0.928938)
H (4.355000, 2.364085, 1.484938)
H (0.549000, -6.206915, 0.925938)
H (2.069000, -4.890915, -5.394062)
H (-4.187000, -1.230915, 0.064938)
H (0.848000, 6.959085, 2.523938)
H (4.703000, 2.149085, 3.173938)
H (0.039000, 6.950085, 0.307938)
H (3.402000, -1.760915, 2.411938)
H (-6.628000, 3.790085, 2.362938)
H (0.807000, -0.160915, -1.894062)
H (-5.149000, 0.607085, 1.002938)
H (3.511000, -4.276915, -6.245062)
H (2.099000, -1.222915, -0.257062)
H (-0.311000, -3.996915, 0.461938)
H (-2.547000, -1.897915, -2.157062)
H (2.564000, 0.334085, 0.427938)
H (-0.886000, 2.926085, -3.364062)
H (2.608000, -1.986915, -5.720062)
H (3.794000, -3.385915, 2.953938)
H (3.164000, -3.123915, 1.433938)
H (-3.043000, 4.442085, -4.621062)
H (-0.960000, 3.035085, -1.616062)
H (-6.892000, 2.292085, 1.396938)
H (1.244000, 2.341085, -2.236062)
H (-3.480000, 0.072085, -1.231062)
H (1.956000, 2.477085, -0.746062)
H (-3.561000, -1.576915, 2.861938)
H (-0.954000, 7.059085, 2.435938)
H (-3.089000, 3.340085, -1.711062)
H (4.253000, -3.374915, -3.753062)
H (5.408000, -4.573915, 1.316938)

Forces on atoms 1 to 6 (eV/Å):
-0.6 -1.1 4.3
-0.3 -1.3 2.1
1.9 -0.7 -0.5
-0.1 2.2 0.9
-1.9 1.4 -1.0
0.5 1.3 1.0

=====

[4]
This record from the Open Molecules 2025 dataset describes a single C25H27N3O5S2 molecule. The level of theory is wB97M-V/def2-TZVPD.

* M: 513.64 g mol⁻¹
* energy: -2305.69165 hartree
* structure (SMILES): CCN(c1ccccc1)S(=O)(=O)c1cccc(C(=O)N2CCN(S(=O)(=O)c3ccccc3)CC2)c1
* energy relative to the best compared isomer or geometry (same formula, charge and spin): 144.07 kJ/mol
* gap between HOMO and LUMO: 9.2 eV
* total charge: 0
* HOMO level: -8.68 eV

CARTESIAN COORDINATES (ANGSTROEM)
S (-1.873766, -1.074080, 0.820447)
S (3.439243, 1.623113, 0.400677)
O (4.321109, 1.905087, 1.494673)
O (-2.285765, -2.087382, 1.742715)
O (1.288182, -3.993119, 1.182756)
O (3.721370, 2.257444, -0.855249)
O (-0.629801, -0.388789, 1.046059)
N (-1.909770, -1.714565, -0.740070)
N (0.276277, -3.158799, -0.644804)
N (1.882672, 2.012318, 0.878897)
C (0.151965, 3.567323, 0.134067)
C (-3.173534, 0.141315, 0.663581)
C (0.990401, 2.473074, -0.082422)
C (-2.159460, -3.136093, -0.823848)
C (-0.750351, 3.358944, -2.085191)
C (4.703153, -0.685523, -0.230893)
C (-0.921392, -3.939316, -0.394003)
C (-2.862861, 1.406684, 0.207547)
C (2.467106, -2.316741, 0.000667)
C (-5.190742, 1.975994, 0.315417)
C (-5.489550, 0.702995, 0.777070)
C (-0.878367, -1.254776, -1.643891)
C (-0.708787, 3.999173, -0.858512)
C (1.675144, 2.194829, 2.304488)
C (0.219387, -2.327383, -1.818635)
C (0.949541, 1.838815, -1.324547)
C (0.090336, 2.282098, -2.312628)
C (-4.474710, -0.223402, 0.950598)
C (3.474308, -0.153683, 0.115573)
C (1.773587, 0.866215, 3.044330)
C (3.702511, -2.862644, -0.328397)
C (1.296057, -3.222202, 0.244530)
C (4.816011, -2.047724, -0.454929)
C (2.352715, -0.947674, 0.229479)
C (-3.880885, 2.329891, 0.033036)
H (-2.996273, -3.363159, -0.165592)
H (-1.333078, -1.013777, -2.611425)
H (3.785701, -3.928655, -0.478685)
H (-0.463158, -0.343124, -1.215378)
H (-1.834311, 1.659381, 0.008593)
H (1.613253, 1.033119, 4.106727)
H (0.680963, 2.614820, 2.458468)
H (0.185665, 4.101304, 1.070837)
H (1.618713, 1.016110, -1.517532)
H (-0.950350, -4.144766, 0.678443)
H (2.429739, 2.889376, 2.687229)
H (2.760111, 0.432597, 2.905605)
H (-0.872302, -4.892034, -0.936346)
H (1.015593, 0.177230, 2.679974)
H (5.550748, -0.023496, -0.309026)
H (-5.983350, 2.696713, 0.180103)
H (5.771455, -2.475720, -0.716950)
H (-1.339296, 4.856782, -0.672938)
H (-3.647495, 3.321473, -0.322314)
H (0.078793, 1.780822, -3.269423)
H (1.188216, -1.860594, -1.994462)
H (-1.419871, 3.702351, -2.858979)
H (-0.020016, -2.968265, -2.676818)
H (1.402811, -0.524587, 0.515626)
H (-4.668243, -1.217970, 1.319205)
H (-2.444982, -3.361400, -1.855566)
H (-6.510382, 0.434076, 1.002010)

Forces on atoms 1 to 6 (eV/Å):
-0.5 0.3 -0.6
0.2 0.1 -0.3
-0.2 -0.2 0.2
-0.2 -0.1 -0.1
0.1 -0.1 0.2
-0.2 -0.2 0.0

=====

[5]
This record from the Open Molecules 2025 dataset describes a gas-phase ion, C6H11N4O (charge +1). The level of theory is wB97M-V/def2-TZVPD.

* M: 155.18 g mol⁻¹
* energy: -529.17869 hartree
* structure (SMILES): NN[C@@]1(C(N)=[NH2+])C=CC=CO1
* energy relative to the best compared isomer or geometry (same formula, charge and spin): 128.32 kJ/mol
* gap between HOMO and LUMO: 9.0 eV
* total charge: +1
* HOMO level: -12.23 eV

CARTESIAN COORDINATES (ANGSTROEM)
O (1.051418, -0.155677, -0.740720)
N (-1.304887, -0.408731, -2.238168)
N (-1.368446, -0.571160, -0.808664)
N (0.460364, 2.336631, 0.294361)
N (-1.815529, 1.723608, 0.192156)
C (1.943290, -1.094649, -0.334784)
C (1.798300, -1.876698, 0.733150)
C (-0.097639, -0.545892, 1.373994)
C (-0.195114, -0.009414, -0.081854)
C (0.744209, -1.564357, 1.634631)
C (-0.533571, 1.495883, 0.101580)
H (-2.114074, 2.692444, 0.252097)
H (2.706492, -1.062925, -1.019681)
H (0.393882, 3.300481, 0.587774)
H (-1.527651, -1.466860, -0.409566)
H (-0.846894, -1.202293, -2.590351)
H (-0.751745, -0.227854, 2.048808)
H (1.387152, 1.906458, 0.159036)
H (0.875803, -2.028722, 2.621120)
H (-0.872867, 0.429947, -2.561356)
H (-2.488213, 0.897638, -0.055515)
H (2.555719, -2.567858, 0.841952)

Forces on atoms 1 to 6 (eV/Å):
-0.8 1.2 0.2
-1.7 -1.2 1.1
1.9 2.4 0.8
0.5 -0.8 -0.4
-1.0 -0.1 -0.5
-1.7 -0.2 0.7

=====

[6]
This record from the Open Molecules 2025 dataset describes a molecular structure, C18H25F4N5ReSe. The level of theory is wB97M-V/def2-TZVPD.

* M: 652.59 g mol⁻¹
* multiplicity: 4
* energy: -3853.27595 hartree
* energy relative to the best compared isomer or geometry (same formula, charge and spin): 0.00 kJ/mol
* gap between HOMO and LUMO (alpha / beta): 7.9 / 7.0 eV
* total charge: +2
* HOMO level (alpha / beta): -14.32 / -14.78 eV

CARTESIAN COORDINATES (ANGSTROEM)
Re (0.430298, -0.529145, 0.816185)
Se (2.240934, -2.104954, 0.309191)
F (2.190096, 1.291343, -3.407955)
F (4.374094, 2.224041, 1.482224)
F (5.603664, 3.073298, -0.709515)
F (0.894854, 0.423682, -1.190572)
N (0.392254, -0.720727, 2.939819)
N (-1.047912, -1.866205, -0.153772)
N (1.837687, 0.798956, 1.251448)
N (-1.144721, 1.090092, 0.663444)
N (-0.035414, -5.733727, -1.629232)
C (-2.948056, -0.260236, -0.432495)
C (3.809138, 1.999785, 0.296183)
C (1.189887, -1.861272, 3.495913)
C (2.597260, 1.316942, 0.208846)
C (-2.521207, -1.657629, -0.019144)
C (0.462451, -4.755731, -2.377793)
C (0.867709, -4.651171, 0.308049)
C (1.161381, -3.670208, -1.856615)
C (2.204107, 0.958492, 2.660892)
C (0.972825, 0.572253, 3.456799)
C (-0.993739, -0.868286, 3.463021)
C (1.345380, -3.613596, -0.482317)
C (2.743929, 1.543917, -2.230528)
C (0.182930, -5.688303, -0.319271)
C (2.118056, 1.119846, -1.086074)
C (4.455377, 2.438830, -0.854807)
C (3.942773, 2.224407, -2.120103)
C (-2.614666, 0.820652, 0.579180)
H (-1.420687, -1.802427, 3.101046)
H (2.233798, -1.756010, 3.222156)
H (2.472293, 1.987702, 2.895419)
H (-0.970352, -0.894751, 4.553441)
H (-3.122942, 1.749683, 0.321038)
H (0.808968, -2.795097, 3.090837)
H (-1.604486, -0.025978, 3.149063)
H (-0.824935, -2.832132, 0.100250)
H (-2.792776, -1.849494, 1.020146)
H (-2.539239, -0.009998, -1.417952)
H (1.083718, -1.857664, 4.581612)
H (1.185130, 0.459556, 4.520979)
H (-0.882949, 1.576588, -0.195867)
H (-2.963723, 0.524992, 1.568495)
H (3.066673, 0.334367, 2.910639)
H (0.299602, -4.835661, -3.446598)
H (-0.205074, -6.517021, 0.261834)
H (0.204669, 1.338817, 3.346026)
H (4.468450, 2.574815, -2.997558)
H (-3.029288, -2.403117, -0.630708)
H (-0.820888, -1.849430, -1.151556)
H (1.041151, -4.680499, 1.376174)
H (-0.988342, 1.790254, 1.387096)
H (-4.031677, -0.265304, -0.558160)
H (1.560739, -2.909041, -2.515151)

Forces on atoms 1 to 6 (eV/Å):
0.2 0.0 0.0
-0.1 0.1 0.0
0.0 0.0 0.0
0.0 0.0 0.0
0.0 0.0 0.0
0.0 0.0 0.0

=====

Among the records above, which one has the highest total charge? C18H25F4N5ReSe